Entry 1:
Formula: C24H80N8O16
Source: the Open Molecules 2025 dataset
Level of theory: ωB97M-V/def2-TZVPD

Calculated values
HOMO = -8.265 eV
energy above the lowest of the compared OMol25 structures with the same formula, charge and spin = 7.9 kcal per mole
spin multiplicity = 1
total charge = 0
LUMO level = 0.06 eV
frontier orbital gap = 8.32 eV

The geometry in XYZ format:
```
128
Properties=species:S:1:pos:R:3:mulliken_charge:R:1
O 1.2746 -2.3171 -3.9977 -0.470
O 1.5736 1.7329 -3.9187 -0.539
O 0.9746 -0.2961 0.4133 3.137
O 4.7246 0.3629 -3.3847 -0.815
O 3.5096 -1.3831 2.0023 -0.780
O 0.3206 -3.2641 -0.6067 -0.283
O -3.2404 -2.1801 -2.6287 -0.382
O -0.8184 4.6259 3.8563 -0.578
O 1.2086 0.5949 2.9223 -0.239
O -3.9554 1.7279 3.1133 -0.583
O 3.6396 0.9119 0.2683 0.556
O -2.8044 -2.4561 1.0443 -0.272
O 2.2146 5.4189 -0.3967 -0.605
O -3.0214 1.8319 -0.1347 -0.595
O -6.0314 -1.7511 0.0963 -0.804
O -0.5794 -3.3341 4.1513 -0.812
N -0.3544 -2.1901 2.0343 1.338
N 1.3896 -2.2681 3.3423 -0.160
N -3.4884 4.1269 -0.0417 -0.373
N -4.0724 -0.5551 -0.3097 0.721
N 4.2846 -1.7611 -2.5707 -0.114
N -5.4784 0.2119 1.2023 -0.246
N -5.0654 2.8739 0.4613 -0.261
N 2.7386 -0.2751 -2.3587 0.649
C 0.1196 -2.5861 3.1913 0.128
C 0.2326 2.0759 -3.8287 -0.412
C -5.1874 -0.7191 0.3633 0.474
C 3.4436 -2.3671 0.9653 1.190
C -2.7604 1.2499 3.7533 -0.977
C 3.8806 -0.5811 -2.7777 0.591
C 5.0706 1.0739 0.1863 0.039
C 3.0256 4.2889 -0.2927 -0.055
C -3.8344 2.9069 0.0673 -0.109
C 1.8126 -3.3721 -4.7327 -0.919
C 4.8356 -2.9361 0.7623 -1.681
C -3.5054 -3.6601 1.0353 -0.167
C -0.8304 -0.4071 -1.1787 -0.963
C 0.1996 0.4859 -0.4747 0.848
C -0.6494 -3.9461 -1.3557 -0.540
C -4.5334 -2.4281 -3.2007 -0.171
C 5.5166 2.1319 1.2163 -1.081
C -0.2324 4.1609 1.5133 0.433
C 2.2646 1.2459 3.5923 -0.880
C 2.9326 3.5649 -1.6257 -0.493
C -2.0794 0.4959 2.6113 1.393
C -0.0294 3.8899 2.9793 -0.070
C -2.6524 -4.6591 1.8923 -1.286
C -4.6794 -1.4241 -4.3407 -1.228
H 5.5426 -2.2141 0.5393 0.312
H 5.1496 3.1719 0.9663 0.055
H -1.5864 -3.4981 -1.4037 0.052
H 2.8536 3.5869 0.6013 -0.113
H -5.5464 3.6639 0.9103 0.234
H 6.6316 2.2469 1.3013 0.404
H 5.3676 1.3349 -0.8267 0.500
H 1.8036 -3.3331 -5.8397 0.287
H -2.4284 4.3419 -0.1787 0.315
H 1.5956 0.2799 0.8843 -0.770
H 4.0496 4.5449 -0.2797 0.573
H -1.8204 0.9979 1.6383 -0.738
H 3.3206 0.7649 -0.6047 -0.527
H 0.5576 3.7019 0.8973 -0.159
H -3.2114 -1.8121 0.4333 -0.449
H -4.7814 0.8439 1.6563 0.040
H -1.4744 -0.9541 -0.4787 -0.182
H -2.5794 -2.1191 -3.3227 0.184
H 2.2606 6.0039 0.3743 0.334
H 1.9406 2.2739 -4.6697 0.277
H -0.2824 1.2179 0.1333 -0.327
H -0.3114 -4.0291 -2.3397 0.115
H -5.7714 -1.3711 -4.6827 0.336
H -4.3034 -0.4651 -4.0177 0.273
H -4.6424 -3.5291 -3.5867 0.281
H 2.8646 4.2649 -2.5017 0.574
H -4.4934 -3.5781 1.4683 0.362
H -4.1064 -1.7001 -5.1887 0.411
H 5.1906 -1.9561 -2.9297 0.275
H -2.6634 -4.4071 2.9873 0.312
H -1.6904 -4.8191 1.4693 0.227
H 5.6386 0.1279 0.3653 0.000
H -0.0784 2.8599 3.2903 -0.391
H -5.2944 -2.1941 -2.4237 0.203
H 1.2376 -0.3401 3.0433 0.046
H 1.8616 -2.5471 4.2903 0.313
H 5.1516 1.8379 2.1633 0.273
H -0.3114 1.2719 -3.4097 -0.030
H -1.1604 0.0569 2.9603 0.012
H 5.1606 -3.5351 1.6603 0.388
H 2.7566 -3.1991 1.1193 0.341
H -3.7474 2.6619 3.1023 0.268
H 2.0206 2.9019 -1.7417 -0.257
H -6.3654 0.0529 1.8053 0.239
H 1.9406 -1.7461 -3.6407 0.304
H -0.7354 -4.9781 -1.0277 0.401
H -3.0454 0.6609 4.5753 0.331
H 2.8546 -3.4421 -4.5587 0.326
H -0.2784 -1.0891 -1.7967 0.524
H 2.6416 2.0509 3.0103 0.216
H 0.0546 2.9359 -3.2477 0.266
H -0.0614 -3.0971 0.2653 0.304
H 0.7856 1.0749 -1.2317 -1.367
H 0.9976 4.1989 3.2123 0.548
H 1.9526 -1.9341 2.5883 0.330
H -3.9034 -1.1041 -1.1627 0.043
H 3.1126 0.5099 3.4983 0.200
H -5.4834 1.9419 0.6743 0.522
H -4.0974 4.9109 -0.3457 0.217
H -0.2994 5.4429 3.9733 0.398
H -1.2384 3.8619 1.2193 -0.940
H 3.8076 2.8929 -1.8387 0.086
H 1.4816 -4.2721 -4.3507 0.392
H -1.3554 -2.4331 1.8653 0.159
H 2.3946 0.5989 -2.7497 -0.624
H -3.6024 0.3579 -0.3157 -0.245
H 3.1806 -1.8871 -0.0007 -0.704
H -2.7274 -0.3981 2.3573 -0.266
H -3.5814 -3.9521 0.0163 0.239
H -3.0594 -5.6661 1.9163 0.443
H 2.0676 1.4209 4.6533 0.345
H -2.2194 2.1319 4.1263 0.404
H 0.1096 -1.5181 1.4533 -0.911
H -0.2334 2.2629 -4.8037 0.428
H 4.8906 -3.6461 -0.0777 0.415
H -0.1104 5.2309 1.4443 0.569
H 3.8386 -2.5191 -2.0937 0.162
H 3.6426 -0.5181 1.5503 0.067
H -1.4494 0.2589 -1.8437 0.454
H 2.1146 -0.8301 -1.8237 -0.461
```

Entry 2:
Formula: C36H58GeN6PdSi3
Source: the Open Molecules 2025 dataset
Level of theory: ωB97M-V/def2-TZVPD

Calculated values
HOMO (alpha / beta) = -15.444 / -15.449 eV
spin multiplicity = 2
⟨S²⟩ = 0.76
total charge = +3
LUMO level (alpha / beta) = -9.95 / -10.53 eV
frontier orbital gap (alpha / beta) = 5.50 / 4.92 eV

The geometry in XYZ format:
```
105
Properties=species:S:1:pos:R:3:mulliken_charge:R:1
Pd 0.3346 0.2202 -0.2146 2.233
Ge -0.4249 1.5544 2.1059 0.209
Si -1.9048 0.5220 3.9938 0.931
Si -2.9021 3.0137 1.1629 0.008
Si 0.8751 3.4530 2.8725 0.571
N -3.8663 -4.2208 -5.5754 -0.351
N 0.9905 0.1079 2.4613 0.012
N -0.5221 1.7185 -1.4200 -0.236
N 1.7818 -0.0744 1.2848 -0.947
N -0.9237 -1.9259 1.3575 -0.022
N -1.3273 -1.5687 -1.6493 0.120
C 1.3312 4.6598 1.5208 -1.156
C 1.5656 -5.2251 2.2646 -0.668
C -1.9646 4.3360 0.3119 -0.365
C 4.0494 3.0988 -0.2536 -0.759
C -0.7593 2.1232 -2.4706 -0.857
C -1.6414 -3.5742 -2.9345 -0.876
C 2.9342 -0.7810 -3.2952 -1.202
C -2.9797 -1.6406 -3.3867 -0.992
C 0.3949 -5.0161 2.9805 -0.676
C 2.9505 2.2940 -0.3616 0.306
C -3.3307 -0.3155 3.1209 -0.988
C -0.0902 -3.0684 1.6579 0.502
C -0.4178 4.0139 -3.9724 -1.682
C -2.6419 -2.9576 -3.6783 0.468
C -1.0226 -2.8438 -1.9372 0.020
C -1.0519 2.6194 -3.8302 1.734
C -0.2609 4.2944 4.0801 -1.055
C 1.9042 -4.3543 1.2387 -1.139
C 2.3552 2.7016 3.7242 -1.267
C -3.5833 1.6561 0.1173 -0.267
C -2.2982 -0.9985 -2.3703 -0.255
C -0.4215 1.6278 -4.8210 -1.405
C 1.0858 -3.2708 0.9398 0.089
C -2.5751 2.6902 -4.0060 -1.415
C -3.3207 -3.6606 -4.7336 -0.313
C 4.0406 1.0348 -2.1441 0.443
C -2.5041 1.8084 5.1769 -1.200
C 1.8090 -0.6414 -2.4360 0.066
C 5.1668 1.8846 -1.9945 -0.890
C -0.7614 -0.6683 4.8513 -1.146
C 4.0198 0.0233 -3.1377 -1.015
C 1.8587 0.3050 -1.4682 -0.717
C -0.4370 -3.9457 2.6768 -0.788
C -4.0335 3.5880 2.4807 -1.118
C 5.1831 2.8840 -1.0667 -1.135
C 2.9199 1.2204 -1.2877 2.219
H 0.9575 -1.2893 -2.5747 0.282
H -3.2862 1.3258 5.7767 0.379
H 0.6576 1.5562 -4.6801 0.292
H 2.0637 2.5007 0.2268 -0.062
H 6.0189 1.7262 -2.6440 0.488
H -1.8161 -2.0086 1.8320 0.206
H 6.0494 3.5226 -0.9606 0.453
H 2.8035 -4.5226 0.6596 0.478
H -1.3538 -4.5987 -3.1284 0.592
H -0.4207 3.7138 4.9874 0.277
H 3.0357 2.1841 3.0407 0.347
H -0.6386 4.3905 -4.9714 0.471
H 1.5505 0.2160 3.3072 0.391
H -3.0321 3.3642 -3.2792 0.303
H -4.5960 4.3698 1.9451 0.454
H -4.2730 0.1678 3.3952 0.461
H -0.2437 -3.3056 -1.3408 0.481
H -2.5460 0.0266 -2.1211 0.207
H -2.8448 0.9397 -0.2360 -0.570
H -4.7269 2.8121 2.8059 0.390
H -0.6133 1.9907 -5.8311 0.463
H -3.4249 -1.3601 3.4363 0.577
H -3.0375 1.7052 -3.9222 0.229
H -0.8573 0.6321 -4.7251 0.293
H -0.8274 4.7178 -3.2464 0.364
H 0.2004 5.2422 4.3789 0.476
H 2.4307 0.7082 1.1980 0.100
H 2.3938 4.9082 1.5832 0.463
H 0.6652 3.9731 -3.8540 0.357
H 1.3486 -2.6085 0.1198 0.658
H -1.0821 4.0082 -0.2333 -0.244
H 2.0782 2.0301 4.5426 0.400
H -4.0110 2.1572 -0.7628 0.554
H -1.2347 4.5448 3.6497 0.193
H -4.3821 1.1285 0.6394 0.668
H -3.2477 -0.2959 2.0344 0.074
H -2.7887 3.0783 -5.0017 0.463
H 0.7892 5.5972 1.6676 0.449
H -1.3678 -3.8143 3.2202 0.526
H -1.3406 -1.0803 5.6873 0.452
H 0.1157 -5.6985 3.7727 0.444
H 2.2016 -6.0688 2.4952 0.440
H -2.7091 4.7046 -0.4107 0.500
H 4.8838 -0.0907 -3.7809 0.486
H -1.7273 2.1361 5.8683 0.390
H -1.1423 -1.9044 0.3641 0.025
H 0.3856 -0.7203 2.5261 -0.356
H 2.3044 -0.9494 1.3385 0.319
H -3.7597 -1.1335 -3.9382 0.561
H 4.0532 3.9263 0.4459 0.323
H 1.1339 4.3131 0.5071 0.240
H 0.1108 -0.1825 5.2980 0.385
H -2.9480 2.6846 4.7101 0.216
H -1.6956 5.1567 0.9779 0.415
H -0.4336 -1.5197 4.2510 0.339
H 2.9052 -1.5410 -4.0656 0.550
H -3.5913 4.0639 3.3548 0.405
H 2.9389 3.5088 4.1800 0.457
```

Entry 3:
Formula: C8H7Br2N3
Source: the Open Molecules 2025 dataset
Level of theory: ωB97M-V/def2-TZVPD

Calculated values
HOMO = -8.627 eV
spin multiplicity = 1
SMILES string = BrC[C@@H](Br)n1nc2ccccc2n1
total charge = 0
LUMO level = 0.39 eV
frontier orbital gap = 9.02 eV

The geometry in XYZ format:
```
20
Properties=species:S:1:pos:R:3:mulliken_charge:R:1
Br 3.6121 1.8081 0.0869 -0.041
Br 2.4440 -2.6591 0.0466 -0.112
N 0.5703 0.4327 -0.8183 -0.839
N 0.3039 0.0764 1.3715 -1.047
N 1.0714 0.2621 0.3543 1.110
C -0.7573 0.3881 -0.5799 0.727
C -3.0963 0.4251 -0.8529 -0.425
C -2.2068 0.0354 1.3790 -0.722
C 2.8931 0.1056 0.5085 -0.231
C -0.9277 0.1526 0.8228 0.668
C -1.8584 0.5324 -1.4275 -0.816
C 3.2684 -0.9618 -0.4568 -0.641
C -3.2669 0.1764 0.5236 -0.445
H -2.3322 -0.1592 2.4316 0.428
H -1.7244 0.7198 -2.4812 0.421
H -3.9740 0.5382 -1.4642 0.370
H 2.9770 -0.1244 1.5667 0.389
H -4.2756 0.0948 0.9046 0.358
H 2.9286 -0.7192 -1.4659 0.404
H 4.3507 -1.1239 -0.4494 0.443
```

Entry 4:
Formula: C25H24ClN2OPdSe2Si
Source: the Open Molecules 2025 dataset
Level of theory: ωB97M-V/def2-TZVPD

Calculated values
HOMO (alpha / beta) = -10.293 / -10.222 eV
energy above the lowest of the compared OMol25 structures with the same formula, charge and spin = 16.8 kcal per mole
spin multiplicity = 5
⟨S²⟩ = 6.03
total charge = +1
LUMO level (alpha / beta) = -3.46 / -5.33 eV
frontier orbital gap (alpha / beta) = 6.84 / 4.89 eV

The geometry in XYZ format:
```
57
Properties=species:S:1:pos:R:3:mulliken_charge:R:1
Pd 0.4559 0.0430 -1.3458 -0.171
Se 0.3831 2.4702 -1.8446 0.146
Se 0.9515 -2.8491 -1.1167 0.145
Cl 5.8284 0.9942 3.4847 -0.213
Si 0.1800 4.6156 -0.8669 0.339
O 2.5067 -0.0376 -1.2245 -0.792
N 0.2276 -0.0831 0.7357 0.650
N -1.6952 -0.2537 -1.1779 0.198
C 4.7993 0.6965 2.1236 0.038
C 1.2112 0.2445 1.5125 0.307
C -2.1001 -0.2252 0.1278 0.653
C -2.5885 -0.3593 -2.1326 -0.559
C 5.3651 0.5609 0.8423 -0.478
C 1.9531 5.1750 -0.8458 -1.028
C 4.5711 0.3242 -0.2415 -0.711
C -3.8521 -0.2810 1.8239 -0.886
C -0.5881 4.4169 0.8150 -0.925
C 3.4525 0.5944 2.2794 -1.161
C 0.3324 -6.7427 0.0656 -0.570
C -1.5336 -0.1225 2.4686 -0.753
C 3.1585 0.1963 -0.1333 0.778
C -4.4021 -0.4128 -0.5900 -0.533
C 0.8429 -5.4656 -0.0749 -0.297
C 2.5934 0.3328 1.1766 0.274
C -3.9691 -0.4429 -1.8830 -0.766
C -2.9006 -0.1923 2.7976 -1.067
C -1.4158 -6.2312 -1.5191 -0.573
C -0.9021 5.4879 -2.1003 -1.000
C -3.4666 -0.3050 0.4651 0.918
C -0.9213 -4.9483 -1.6570 -0.308
C -1.1177 -0.1246 1.1596 0.306
C 0.2163 -4.5569 -0.9373 0.277
C -0.7903 -7.1272 -0.6580 -0.378
H -0.7154 5.3930 1.2897 0.383
H -1.8920 5.0323 -2.1503 0.324
H -1.5708 3.9479 0.7476 0.310
H -0.4616 5.4597 -3.0970 0.333
H 2.0041 6.2098 -0.4970 0.362
H 4.9964 0.2223 -1.2304 0.473
H -1.1782 -8.1319 -0.5542 0.381
H 6.4369 0.6515 0.7255 0.432
H 0.9869 0.4775 2.5533 0.152
H 2.5547 4.5626 -0.1728 0.339
H 0.0440 3.8079 1.4628 0.271
H -1.0288 6.5346 -1.8122 0.361
H -3.1877 -0.1854 3.8401 0.404
H -2.2119 -0.3891 -3.1479 0.567
H 1.7244 -5.1587 0.4719 0.388
H -1.4018 -4.2404 -2.3191 0.374
H 2.3977 5.1339 -1.8404 0.340
H -4.6560 -0.5297 -2.7121 0.428
H -0.8131 -0.0859 3.2735 0.435
H -5.4571 -0.4761 -0.3545 0.457
H 0.8141 -7.4448 0.7327 0.379
H 3.0206 0.7002 3.2668 0.431
H -2.2887 -6.5376 -2.0797 0.380
H -4.9026 -0.3458 2.0747 0.436
```